{"formula": "C71H59Cl4N9O2PTeW", "method": "ωB97M-V/def2-TZVPD", "relative_energy_kj_mol": 0.0, "homo_energy_ev": [-9.34, -9.34], "homo_lumo_gap_ev": [5.64, 5.64], "energy_ev": -160584.8908, "total_charge": 1, "symbols": ["W", "Cl", "C", "C", "C", "C", "C", "C", "C", "C", "C", "C", "C", "C", "C", "C", "C", "C", "Cl", "C", "C", "C", "N", "C", "C", "C", "C", "C", "C", "Cl", "C", "C", "C", "C", "C", "C", "N", "C", "C", "C", "C", "C", "N", "C", "C", "C", "C", "Cl", "C", "C", "C", "C", "N", "H", "H", "H", "H", "H", "H", "H", "H", "H", "H", "H", "H", "H", "H", "H", "H", "H", "H", "H", "H", "H", "H", "H", "H", "O", "C", "C", "C", "C", "N", "C", "C", "C", "C", "C", "C", "O", "C", "C", "N", "H", "H", "H", "H", "H", "H", "H", "H", "H", "H", "H", "H", "C", "N", "C", "N", "C", "N", "C", "P", "C", "C", "H", "H", "H", "H", "H", "H", "H", "H", "H", "H", "H", "H", "C", "C", "C", "C", "C", "C", "Te", "C", "C", "C", "H", "H", "H", "H", "H", "H", "H", "H", "H", "H", "H"], "coordinates": [[-0.014, -0.066, -0.175], [-0.817, 4.018, 8.429], [-0.821, 3.308, 6.849], [-2.011, 2.839, 6.314], [-2.008, 2.270, 5.050], [-0.830, 2.171, 4.316], [0.350, 2.653, 4.873], [0.365, 3.220, 6.138], [-0.826, 1.569, 2.952], [-1.051, 0.205, 2.827], [-1.368, -0.675, 3.909], [-1.900, -1.792, 3.350], [-1.884, -1.586, 1.936], [-2.649, -2.292, 1.023], [-3.526, -3.390, 1.524], [-3.004, -4.639, 1.838], [-3.821, -5.651, 2.321], [-5.173, -5.405, 2.492], [-6.201, -6.663, 3.094], [-5.714, -4.165, 2.191], [-4.886, -3.163, 1.711], [-2.709, -1.925, -0.309], [-1.864, -1.040, -0.967], [-2.134, -1.243, -2.298], [-1.419, -0.721, -3.373], [-1.624, -1.300, -4.732], [-2.709, -0.940, -5.525], [-2.878, -1.494, -6.785], [-1.953, -2.416, -7.249], [-2.158, -3.111, -8.823], [-0.867, -2.790, -6.475], [-0.709, -2.230, -5.216], [-0.609, 0.378, -3.215], [-0.193, 1.225, -4.297], [0.086, 2.427, -3.752], [-0.147, 2.310, -2.339], [-0.461, 1.016, -2.002], [-0.314, 3.397, -1.500], [-0.625, 3.225, -0.161], [-0.942, 4.324, 0.713], [-1.001, 3.819, 1.960], [-0.778, 2.402, 1.848], [-0.567, 2.041, 0.529], [-0.365, 4.766, -2.095], [-1.427, 5.100, -2.932], [-1.522, 6.363, -3.493], [-0.539, 7.302, -3.218], [-0.646, 8.881, -3.921], [0.524, 6.995, -2.386], [0.601, 5.728, -1.827], [-3.192, -2.190, -2.476], [-3.556, -2.602, -1.244], [-1.261, -0.403, 1.617], [-2.926, 2.924, 6.882], [-2.935, 1.903, 4.625], [1.274, 2.593, 4.310], [1.282, 3.596, 6.570], [-1.267, -0.437, 4.955], [-2.327, -2.648, 3.847], [-1.946, -4.822, 1.707], [-3.416, -6.624, 2.565], [-6.771, -3.989, 2.335], [-5.302, -2.190, 1.479], [-3.425, -0.215, -5.158], [-3.716, -1.213, -7.407], [-0.156, -3.512, -6.853], [0.143, -2.518, -4.611], [-0.203, 0.949, -5.338], [0.359, 3.341, -4.255], [-1.087, 5.342, 0.393], [-1.217, 4.335, 2.881], [-2.192, 4.363, -3.143], [-2.350, 6.623, -4.138], [1.281, 7.739, -2.179], [1.426, 5.493, -1.170], [-3.596, -2.492, -3.427], [-4.319, -3.314, -0.978], [2.936, -3.659, 5.295], [3.421, -2.369, 4.983], [2.632, -1.829, 3.826], [2.486, -0.466, 3.625], [1.813, -0.016, 2.508], [1.281, -0.829, 1.592], [1.347, -2.148, 1.831], [2.035, -2.679, 2.909], [0.689, -3.000, 0.829], [0.578, -4.373, 0.981], [0.147, -5.149, -0.081], [0.078, -6.652, 0.032], [1.342, -7.238, -0.229], [-0.122, -4.497, -1.275], [-0.037, -3.123, -1.337], [0.292, -2.361, -0.286], [3.459, -4.028, 6.013], [4.477, -2.407, 4.686], [3.337, -1.683, 5.831], [2.886, 0.255, 4.327], [1.679, 1.041, 2.338], [2.113, -3.745, 3.050], [0.858, -4.843, 1.914], [-0.698, -7.043, -0.632], [-0.178, -6.937, 1.053], [1.535, -7.173, -1.170], [-0.410, -5.043, -2.165], [-0.227, -2.603, -2.260], [4.883, 3.508, 1.964], [3.732, 4.298, 1.531], [4.051, 4.890, 0.234], [4.422, 3.915, -0.786], [5.555, 3.139, -0.287], [5.298, 2.495, 1.000], [4.295, 1.444, 0.872], [2.630, 2.057, 0.275], [2.512, 3.495, 1.461], [3.302, 3.053, -1.155], [4.647, 3.021, 2.913], [5.718, 4.192, 2.125], [4.893, 5.571, 0.373], [3.195, 5.472, -0.109], [6.403, 3.817, -0.166], [5.819, 2.376, -1.021], [4.175, 0.955, 1.842], [4.643, 0.685, 0.170], [2.273, 3.135, 2.466], [1.682, 4.135, 1.156], [2.495, 3.658, -1.570], [3.612, 2.355, -1.935], [4.020, -5.203, -5.656], [3.585, -4.133, -4.693], [3.503, -4.376, -3.329], [3.115, -3.394, -2.424], [3.184, -3.738, -0.963], [2.747, -2.119, -2.889], [2.403, -0.493, -1.518], [2.905, -1.834, -4.259], [2.749, -0.475, -4.884], [3.299, -2.852, -5.129], [4.229, -6.139, -5.139], [4.924, -4.902, -6.188], [3.251, -5.395, -6.406], [3.778, -5.355, -2.950], [3.479, -4.778, -0.824], [2.227, -3.599, -0.478], [3.905, -3.100, -0.447], [2.470, 0.286, -4.164], [2.000, -0.499, -5.677], [3.691, -0.167, -5.343], [3.408, -2.612, -6.183]]}